(1)
39
Properties=species:S:1:pos:R:3:forces:R:3:mulliken_charge:R:1 method="wB97M-V/def2-TZVPD" e_tot_ev=-19870.372 homo_energy_ev=-8.1 smiles=CCNC[C@@H](O)COC[C@H](O)CNCC orbital_gap_ev=8.7 e_above_lowest_kcal_mol=253.16
C -1.3210 2.2749 -5.1589 3.0069 6.4517 -5.9830 -1.33
C -1.0311 1.1538 -4.5275 -4.8011 -12.1489 3.5741 -0.21
N -1.8827 0.8863 -3.1895 1.2034 1.6707 -1.7006 -0.37
C -1.6618 -0.3962 -2.6193 -1.2165 -1.0019 0.6861 -1.29
C -0.3197 -0.8861 -1.9994 -2.5237 1.0870 1.0531 0.57
O 0.3436 -1.3855 -3.0979 5.8396 -3.5196 1.4749 -0.57
C 0.4955 0.1884 -1.2634 -9.6590 8.5169 -6.7471 -1.08
O -0.4385 1.1931 -0.4075 1.7369 -6.1456 0.4549 -0.50
C -0.7164 0.2509 0.7787 1.8841 8.1225 1.9721 -0.68
C 0.6280 0.2375 1.6936 -10.4533 -8.2523 1.4961 -0.16
O 1.0873 -1.0761 1.4549 -2.7955 2.1642 -7.4425 -0.51
C 0.0574 0.1182 3.2495 4.1374 0.1213 -3.1294 -0.75
N 1.3952 -0.2879 3.8126 -6.4117 -5.5669 4.5468 -0.28
C 1.1510 -0.4647 5.3836 -4.3900 -2.3148 -1.4045 -0.33
C 2.3047 -1.0104 6.1926 4.7293 2.5262 -4.9006 -1.02
H -0.7942 2.3857 -6.2424 -1.2265 -0.6700 2.2079 0.27
H -0.7680 3.0184 -4.6577 0.3058 1.9438 0.7470 0.35
H -2.2967 2.5911 -5.2937 -2.0815 0.1291 0.0629 0.38
H -0.2219 0.5420 -4.3592 3.4646 0.6017 0.0995 0.48
H -1.4886 0.1233 -5.1831 0.4187 2.5797 1.2139 0.17
H -1.6779 1.5808 -2.4825 0.1644 0.3620 -0.0789 0.30
H -2.4549 -0.5819 -1.8736 0.2814 0.4418 0.1279 0.40
H -1.9635 -1.1154 -3.3849 0.4725 -0.2985 -0.1180 0.52
H -0.6615 -1.6520 -1.2489 0.6713 0.1036 -0.7272 0.21
H 1.2825 -1.9494 -2.6863 -4.0987 2.5239 -2.0783 0.38
H 1.2098 -0.2273 -0.8561 7.3998 -3.1787 4.7849 0.92
H 0.6418 1.0741 -2.0222 1.0099 -2.3500 0.9149 0.17
H -1.0932 -0.7090 0.6158 -0.7920 -1.1862 -0.5120 0.38
H -1.3256 1.0810 1.3291 -0.0777 -2.3887 -0.5121 0.34
H 1.1096 1.0223 1.5201 4.9412 6.2655 -1.5117 0.55
H 1.5178 -1.2123 2.1751 4.9444 -2.4171 7.3090 0.37
H -0.5152 -0.7905 3.2557 -0.8092 0.0574 0.1916 0.39
H -0.3963 1.0426 3.5956 -0.0706 -0.1061 0.3531 0.49
H 1.9417 0.4003 3.9094 5.4159 7.2408 -0.3753 0.11
H 0.3795 -1.3682 5.3169 0.9982 2.0254 0.4886 0.26
H 0.4825 0.5046 5.8868 2.3123 -2.6038 -1.3893 0.25
H 3.0391 -0.1078 6.0506 -0.8784 -1.1184 1.6293 0.25
H 2.0515 -1.2389 7.1883 0.1914 -0.5427 1.0230 0.36
H 3.1403 -1.6999 5.5047 -3.2437 0.8751 2.1987 0.23


(2)
85
Properties=species:S:1:pos:R:3:forces:R:3:mulliken_charge:R:1 method="wB97M-V/def2-TZVPD" e_tot_ev=-107325.551 homo_energy_ev="-6.2 / -6.2" orbital_gap_ev="4.8 / 4.8" e_above_lowest_kcal_mol=29.39
Ce 0.7592 -0.7549 0.8197 -3.2429 -0.0436 -1.7278 1.09
F 2.4405 -2.4920 5.9293 -0.9791 2.3410 -1.9436 -0.19
C 1.9536 -1.3209 5.3171 1.3107 -0.3030 2.9505 0.46
F 2.7476 -0.2804 5.7318 -0.9135 -1.5511 -0.9358 -0.20
F 0.7276 -1.0926 5.8063 0.9981 -0.4490 -1.1619 -0.15
S 1.9530 -1.3107 3.4228 -2.2957 -0.4740 -0.7412 1.08
O 1.0164 -2.3949 2.9083 2.3946 2.1176 1.0958 -0.59
O 1.3245 0.0164 3.1048 1.3124 -1.4241 0.7683 -0.46
N 3.4620 -1.4610 3.0299 0.8581 0.5089 -1.6874 -0.48
S 4.1056 -1.1971 1.4865 -1.5109 0.3780 1.0760 1.13
O 3.0266 -0.8953 0.4934 2.1360 -0.1668 1.1959 -0.50
O 5.0506 -2.1802 1.1243 -0.0449 -0.3372 0.3269 -0.57
C 5.1928 0.3725 1.4090 1.2362 1.9815 -0.0410 0.56
F 5.5514 0.4572 0.1088 -0.5137 -0.4056 1.0010 -0.20
F 6.3212 0.2691 2.1429 -1.3437 -0.5785 -0.4946 -0.19
F 4.6373 1.5691 1.7409 -0.2209 -1.7306 -0.1702 -0.20
C -0.4015 -2.0561 -0.6417 0.5837 -0.4905 -0.1538 -0.92
C 0.0893 -3.0267 -1.3145 0.2646 -0.2902 0.4788 0.69
C 0.7126 -4.0295 -2.0241 -0.8845 1.8459 1.3503 -0.01
C 0.8038 -3.8234 -3.4436 -0.7056 -0.1650 -0.5652 0.29
C 0.5676 -2.5584 -3.9723 0.1141 0.3348 0.3003 -0.51
C 0.7105 -2.3157 -5.3042 0.5994 1.0500 -0.9592 -0.59
C 0.9800 -3.3402 -6.1824 0.6758 -0.4433 -1.5421 -0.41
C 1.1843 -4.6115 -5.6878 -0.5631 -0.6114 0.1183 -0.67
C 1.0362 -4.8638 -4.3266 0.2354 -0.5485 -0.5956 -0.21
C 1.4202 -5.0707 -1.3052 0.8523 -0.0761 -0.0735 0.48
C 0.9926 -5.4439 -0.0156 0.3031 0.1814 -0.3983 -0.51
C 1.6771 -6.4069 0.6879 -0.2436 -0.6061 -0.2729 -0.69
C 2.8462 -6.9673 0.1596 0.0129 -1.0423 1.5267 -0.43
C 3.2978 -6.5929 -1.0645 -0.2424 1.4559 -1.1911 -0.70
C 2.6037 -5.6227 -1.8304 0.2559 -1.1303 1.1367 -0.46
H 0.2606 -1.7457 -3.3377 0.2758 0.1469 0.3237 0.41
H 0.8291 -1.2902 -5.6676 -0.8004 -0.2194 0.1087 0.31
H 1.0742 -3.1840 -7.2831 0.0017 0.1035 1.0824 0.32
H 1.3953 -5.4348 -6.3651 -0.0837 0.0888 0.0832 0.37
H 1.0368 -5.8920 -3.9685 0.3159 0.2441 -0.0200 0.56
H 0.1493 -4.9139 0.4157 -0.1538 -0.3417 -0.1099 0.53
H 1.1925 -6.8558 1.5451 0.3758 0.3192 0.4336 0.41
H 3.4251 -7.7205 0.7377 -0.6365 0.5583 -0.4226 0.34
H 4.2259 -6.9818 -1.4348 0.2789 -0.1933 -0.2106 0.42
H 3.0586 -5.3507 -2.7751 -0.4248 0.2283 0.0153 0.54
C -1.7084 1.6460 -2.4692 0.4274 -0.9067 -1.0433 -0.86
C -3.0186 1.7296 -1.6838 0.9377 0.7465 1.5602 1.54
C -3.8974 0.4806 -1.7739 -0.5948 1.2597 0.2754 -1.64
C -3.8209 3.0315 -1.8858 -0.4296 0.0249 -0.6913 -1.42
O -2.6026 1.8267 -0.2935 -0.7914 -0.6648 -0.0017 0.46
Si -1.3499 2.2815 0.5870 1.1402 -1.4065 0.2434 -2.15
O -0.1684 1.0766 0.5498 -0.3215 0.7277 0.0895 0.27
O -0.7600 3.6624 0.0437 0.7235 1.0589 -0.4239 0.67
C 0.3140 4.6631 0.2791 -2.2643 -1.2307 0.5733 1.80
C 1.6229 3.9971 0.0143 0.3976 -0.2237 -1.4177 -1.32
C 0.2796 4.9763 1.7453 0.1495 0.4485 1.3513 -1.38
C -0.1255 5.7846 -0.6456 0.4475 -0.1181 -0.2110 -1.75
O -1.8261 2.3744 2.1346 0.8689 0.2542 -0.0294 0.00
C -3.1088 2.3833 2.7244 0.0039 -0.0897 0.2869 1.84
C -3.5671 0.9129 2.7167 -0.5519 0.1959 0.3874 -1.34
C -2.9278 2.9231 4.1705 0.0253 -0.3471 -0.7188 -1.71
C -4.0126 3.3520 1.9816 -1.3712 -1.5584 -0.8681 -1.36
H -1.8925 1.6301 -3.5789 0.1726 -0.0100 0.9573 0.53
H -1.1751 0.6872 -2.1871 -0.6469 0.9246 -0.3493 -0.02
H -1.0012 2.4707 -2.2416 -0.6871 -0.2727 -0.0854 0.02
H -4.1893 0.3688 -2.8093 -0.2660 -0.2924 -0.2608 0.44
H -4.7996 0.6502 -1.1407 0.5311 -0.1355 -0.5351 0.32
H -3.4158 -0.4038 -1.4069 0.5426 -0.4188 0.0255 0.27
H -3.8366 3.2795 -2.9769 -0.1461 0.0113 0.8269 0.43
H -3.3544 3.8786 -1.3023 -0.5304 -0.9586 -0.7415 0.14
H -4.8838 2.8385 -1.5500 1.1478 0.5180 -0.2733 0.35
H 1.7251 3.0502 0.5588 -0.3345 0.1549 -0.2749 0.06
H 2.4082 4.6299 0.3925 0.5256 0.3714 -0.1920 0.48
H 1.7183 3.8437 -1.0837 0.3073 -0.1183 0.7131 0.29
H 0.5607 4.0715 2.2918 -0.1391 -0.0449 0.0051 0.27
H -0.7035 5.2740 2.1368 0.2414 0.0866 -0.3447 0.21
H 1.0456 5.7174 2.0449 -0.4572 -0.0625 -0.3425 0.48
H -0.0992 5.4024 -1.6701 -0.1644 0.0979 0.0621 0.31
H 0.5509 6.6211 -0.5977 0.3970 0.4221 0.0737 0.44
H -1.1310 6.1568 -0.4160 0.2259 -0.3379 0.0815 0.31
H -2.9341 0.4143 3.4751 -0.4688 -0.0603 -0.2808 0.37
H -3.3218 0.4630 1.7240 -0.6793 0.3146 0.7297 0.07
H -4.6667 0.8386 3.0152 1.4315 -0.1700 -0.5389 0.37
H -3.5679 2.3457 4.8394 0.0582 0.2304 0.1866 0.41
H -3.2021 3.9831 4.1921 0.1336 -0.1755 0.2456 0.40
H -1.8730 2.8052 4.4376 -0.2606 -0.0222 0.1717 0.33
H -4.3509 2.9064 0.9713 0.5818 0.9663 1.5811 -0.04
H -3.4765 4.2848 1.8743 -0.0573 0.3268 -0.2373 0.27
H -4.8938 3.4853 2.6352 0.1563 0.2218 -0.5195 0.61


(3)
49
Properties=species:S:1:pos:R:3:forces:R:3:mulliken_charge:R:1 method="wB97M-V/def2-TZVPD" e_tot_ev=-56973.571 homo_energy_ev=-4.2 total_charge=-1 orbital_gap_ev=6.8 e_above_lowest_kcal_mol=369.35
O 0.5562 1.6112 -1.9227 0.2971 0.9267 -3.1830 -0.90
V -0.2228 1.8429 -0.5213 2.7001 -15.1120 -12.4691 0.59
O -0.7230 0.2992 -0.1989 -1.1625 0.1546 -1.9883 -0.61
C -0.7375 3.3484 0.4233 -1.8715 11.7951 2.4995 0.98
O -1.3453 4.3621 0.5133 -2.1513 5.4051 0.5794 -0.79
O 0.4488 3.3518 0.0093 3.8160 3.8556 1.5558 -0.63
O -1.4005 2.3347 0.6115 -5.3633 3.5628 -13.0859 -0.51
O -1.4816 2.4206 -1.7111 -5.0626 2.6000 -3.9975 -0.23
H -1.9321 1.7311 -2.1989 0.3445 -0.4422 -0.3225 0.33
H -2.1775 3.0237 -1.4499 -0.6069 0.5789 0.4377 0.43
O 1.2127 1.3116 0.1642 8.4065 -0.6911 0.8603 -0.30
H 1.7445 2.0994 0.2771 0.7311 0.1723 -0.0148 0.35
H 1.3823 0.7929 0.9506 -0.4156 0.9252 -0.6531 0.53
C -0.6829 -1.6753 -3.1313 -0.3302 -0.2161 -1.7297 -1.05
C 0.7713 -1.6411 -3.4823 2.7674 -0.6706 0.7785 0.42
C 1.6000 -1.1046 -2.3096 -0.8225 0.3535 -0.9178 -0.31
O 1.2207 -2.9816 -3.8443 -0.9743 -1.3388 0.3492 -0.63
H -1.1316 -2.1745 -3.9901 -0.5574 0.0442 -0.0948 0.46
H -1.0481 -0.6489 -3.0953 -0.0708 -0.1147 0.3702 0.01
H -0.9705 -2.2725 -2.2660 0.4831 0.3388 0.2457 0.27
H 1.0924 -1.1664 -4.4095 -1.0343 1.2377 0.1021 0.29
H 1.1736 -1.4837 -1.3808 0.9304 -0.4613 -0.5589 -0.14
H 1.4132 -0.0320 -2.2566 -0.0218 0.2403 0.0534 0.02
H 2.6677 -1.2218 -2.4953 0.1275 -0.4121 0.3574 0.44
H 2.1755 -3.0767 -3.8755 -0.0223 0.5625 0.2304 0.30
C -1.7239 -0.4425 3.4440 -1.0393 1.1181 0.0643 -1.71
C -1.7607 0.3246 2.0859 -1.6050 0.1892 1.6587 2.84
C -3.1203 0.2217 1.3206 0.7440 -1.2521 -0.3712 -1.28
O -1.6258 1.6861 2.2827 -1.6397 -4.3008 13.5358 -1.03
H -1.9294 -1.5106 3.3723 0.7876 -0.2465 -0.1451 0.31
H -2.4905 -0.1188 4.1480 -0.7308 0.3914 -0.2969 0.49
H -0.8729 -0.0921 4.0280 0.7690 -0.7293 -0.3527 0.32
H -0.9135 -0.0035 1.4837 -1.2675 -0.0407 0.4836 -1.61
H -3.0702 0.9220 0.4869 -0.0393 -0.2848 -0.0135 0.15
H -4.0497 0.4340 1.8491 0.3318 0.1766 0.6978 0.31
H -3.2234 -0.7882 0.9235 -0.1531 -0.2065 -0.3468 0.29
H -1.3017 2.1178 1.4889 1.2136 -2.2461 8.0312 0.64
C 0.6921 -1.4601 0.8444 -0.7273 -0.6799 -0.4955 -0.96
C 1.7988 -0.9178 1.6616 0.9855 -2.3533 -0.9253 0.32
C 3.0948 -0.9998 0.8797 1.3652 0.2102 0.1397 -1.50
O 1.5518 0.4454 2.0149 1.1629 -3.4200 6.7735 -0.47
H 0.5357 -0.9063 -0.0813 -0.1623 0.1460 0.8992 -0.30
H -0.2194 -1.4032 1.4394 0.1379 -0.6085 -0.4054 0.09
H 0.8699 -2.4624 0.4547 0.2947 -0.3893 0.7290 0.68
H 1.8403 -1.5727 2.5319 0.2787 0.4845 0.5382 0.62
H 3.2291 -1.9004 0.2806 -0.4224 -0.0845 0.1024 0.34
H 3.9653 -0.9624 1.5346 0.1263 0.0316 0.2855 0.40
H 3.2313 -0.1563 0.2029 -0.3708 -0.0123 -0.1167 0.24
H 1.8871 0.4951 2.9131 -0.1761 0.8126 0.1261 0.48


(4)
63
Properties=species:S:1:pos:R:3:forces:R:3:mulliken_charge:R:1 method="wB97M-V/def2-TZVPD" e_tot_ev=-58160.473 homo_energy_ev=-12.6 smiles="CCC[C@@H](C)c1c([PH2]=O)c(OC#N)c2cc(CP(=O)(O)O)[nH+]cc2c1COCCOCC" total_charge=+1 orbital_gap_ev=7.3
C -1.3662 1.2899 -5.9768 -0.2044 -0.1324 -0.4903 -1.14
C -0.4913 1.9530 -4.8483 -0.1270 -0.4591 0.9274 -0.32
C -1.1523 1.6874 -3.4208 -0.7364 1.2401 -0.2032 -1.32
C -0.3398 2.4081 -2.2532 0.0484 0.1291 -0.4898 0.61
C -0.6741 3.9794 -2.1619 1.3980 -0.3169 0.7020 -1.28
C -0.4811 1.7197 -0.8622 0.6756 -1.2264 2.6063 -0.01
C -1.8352 1.3565 -0.2507 0.6668 -1.5274 1.9881 0.42
P -3.4819 1.7546 -1.0994 -0.0508 2.5674 -1.3825 0.31
O -3.5954 3.2244 -1.4165 0.3165 -1.4740 0.6479 -0.61
C -1.9595 0.6729 1.0476 2.7471 0.8852 -1.6534 0.23
O -3.2439 0.3472 1.5596 0.3045 -2.2474 -0.2375 -0.54
C -3.5664 -0.9480 1.2513 0.2463 2.6731 -0.6303 0.37
N -3.9063 -1.8980 0.6947 0.1448 -0.2826 0.6467 -0.37
C -0.7716 0.2925 1.8686 0.0398 0.3351 -0.4718 0.19
C -0.8533 -0.4276 3.1842 2.8571 0.5377 -0.6630 0.06
C 0.3742 -0.7120 3.8923 -1.4352 0.0452 -0.4402 0.03
C 0.4781 -1.4821 5.2773 0.2648 0.6608 -2.1906 -1.06
P -1.1616 -1.8659 6.0825 0.1307 -0.6032 3.1689 0.84
O -0.8583 -2.3985 7.4375 -0.4044 0.5093 -2.1016 -0.64
O -2.0532 -2.9301 5.1677 1.3263 2.0444 -0.0026 -0.50
O -1.9929 -0.4249 6.2193 0.2637 -2.3143 -1.8024 -0.47
N 1.6191 -0.3196 3.3381 -1.7482 0.8036 -1.5777 0.09
C 1.7337 0.3376 2.1414 -1.0128 0.0513 -0.4245 -0.76
C 0.5524 0.6810 1.3004 -0.2305 -0.3923 0.7387 0.70
C 0.6942 1.3735 -0.0334 -1.5161 -0.0540 -0.3056 0.32
C 2.1817 1.7002 -0.4494 -0.2652 0.7257 0.9294 -1.48
O 3.0090 0.5429 -0.5121 -1.1241 0.2673 -0.4600 -0.33
C 2.6894 -0.2943 -1.6309 0.9210 -1.0688 -1.1760 -0.01
C 3.2633 -1.7364 -1.2767 0.2312 1.8631 0.6471 -0.86
O 2.6068 -2.1331 -0.0529 -0.1790 -0.9641 -1.4261 -0.24
C 1.7872 -3.3027 -0.2162 -0.9978 -0.7177 1.4308 -0.25
C 2.4120 -4.6121 0.4343 -0.2389 -0.1849 -0.4190 -1.02
H -2.4589 1.2676 -5.6842 1.1881 0.0627 -0.1998 0.29
H -1.0651 0.2271 -6.2180 -0.2412 1.1329 0.5043 0.28
H -1.3315 1.8401 -6.9623 0.1584 -0.4330 1.1461 0.34
H -0.4116 3.0727 -4.9870 -0.0663 -1.2536 0.0839 0.26
H 0.5576 1.5279 -4.7808 -1.0835 0.5006 -0.4765 0.29
H -2.1618 2.2071 -3.4694 1.0384 -0.6582 0.0791 0.34
H -1.3635 0.6017 -3.2239 0.5510 0.8346 -0.2576 0.49
H 0.7427 2.3705 -2.5855 -1.2059 -0.2854 0.6301 0.13
H -1.3479 4.2053 -1.2982 0.2285 -0.1655 -1.1803 0.35
H -1.0127 4.3945 -3.1438 -0.0088 -0.4892 1.0061 0.33
H 0.3170 4.4778 -1.9185 -1.1371 -0.3772 -0.3003 0.34
H -4.5951 1.3412 -0.3071 0.8214 -0.4571 -0.1499 0.13
H -3.4935 1.0459 -2.3502 -0.0101 -0.4271 1.1245 0.14
H -1.8345 -0.7394 3.6099 1.0526 0.5243 -0.5152 0.43
H 1.1235 -0.8691 5.9704 -0.9835 -0.6243 -0.4128 0.47
H 1.0586 -2.4279 5.0421 -0.8920 0.7965 0.5688 0.44
H -1.8978 -2.8117 4.2072 -0.2153 -0.3130 0.5200 0.42
H -2.8108 -0.5613 5.6898 0.2831 0.5551 0.6480 0.37
H 2.4813 -0.5362 3.8517 -0.5414 0.1206 -0.2582 0.37
H 2.7775 0.6110 1.8249 -1.3104 -0.4850 0.3236 0.34
H 2.2638 2.3342 -1.3708 -0.2725 -0.7030 0.7402 0.41
H 2.5978 2.3307 0.3974 -0.3497 -0.6235 -1.0119 0.45
H 1.5948 -0.3402 -1.8882 0.7946 0.0609 0.6584 0.12
H 3.2117 0.1093 -2.5579 -0.4920 -0.4301 0.9821 0.33
H 4.3510 -1.5702 -1.0077 -1.0811 -0.3935 -0.5712 0.27
H 3.1449 -2.4654 -2.1199 0.0838 0.6582 0.8254 0.44
H 0.8300 -3.0955 0.3604 0.9694 -0.0812 -0.7344 0.17
H 1.4670 -3.5053 -1.2745 0.5716 0.4382 0.8468 0.43
H 3.4444 -4.4613 0.8497 -0.9898 0.0506 -0.5245 0.31
H 1.7577 -5.0059 1.2627 0.6664 0.4740 -0.8169 0.27
H 2.4467 -5.4109 -0.3540 0.1615 0.6180 0.8367 0.28


(5)
8
Properties=species:S:1:pos:R:3:forces:R:3:mulliken_charge:R:1 method="wB97M-V/def2-TZVPD" e_tot_ev=-10776.739 homo_energy_ev="-15.9 / -17.4" s_squared=0.754 spin_multiplicity=2 total_charge=+2 orbital_gap_ev="5.9 / 7.4" e_above_lowest_kcal_mol=0.00
H -1.7136 -0.9021 1.1638 0.2560 -0.7053 -0.8067 0.36
O 0.3363 -1.0070 0.5335 1.7770 2.3719 -1.9043 -0.24
O 0.2774 0.9422 -0.5617 2.1773 -2.6131 0.5126 -0.23
C -0.9768 -0.6094 0.4091 -0.5619 0.5939 1.7558 -0.07
C -0.9678 0.5660 -0.2209 -1.4114 0.6727 -1.3802 0.50
C 1.1317 -0.0857 -0.1362 -2.4637 0.0973 0.8818 0.04
F -1.9353 1.2921 -0.7203 0.9284 -0.4450 0.8704 -0.16
La 3.8481 -0.1961 -0.4672 -0.7017 0.0276 0.0706 1.81


(6)
19
Properties=species:S:1:pos:R:3:forces:R:3:mulliken_charge:R:1 method="wB97M-V/def2-TZVPD" e_tot_ev=-9368.180 homo_energy_ev=-9.1 smiles="C=NCCCN.O" orbital_gap_ev=9.7 e_above_lowest_kcal_mol=69.49
C 1.6615 1.1479 -1.8585 -1.3620 -0.9862 3.9337 -0.37
N 0.5905 0.8755 -1.1478 1.4600 2.0413 -3.1822 -0.27
C 0.4368 1.5490 0.1635 2.1309 -2.5324 -0.1413 -0.75
C -0.8765 1.1744 0.7975 1.8456 0.5504 1.4864 -0.54
C -0.7345 -0.3370 1.0444 -3.4735 -0.4483 -0.9296 -0.45
N -1.3362 -1.0526 -0.2107 1.9469 -0.6246 1.4758 -0.68
H 1.7203 1.0767 -2.9163 -0.2213 -0.7477 -0.8051 0.28
H 2.6144 1.3545 -1.3130 -0.5247 0.7056 -0.4684 0.24
H 1.2935 1.0781 0.8102 -1.2893 1.5043 -0.6003 0.34
H 0.5642 2.5854 -0.0297 0.2283 0.9498 0.1873 0.48
H -1.7431 1.3361 0.1860 -0.2570 0.3059 -0.4432 0.32
H -0.9318 1.8910 1.6799 -0.2472 -1.3487 -0.4940 0.29
H -1.5240 -0.6137 1.7965 1.3206 -0.0909 -0.1824 0.27
H 0.2933 -0.6762 1.3153 -1.0445 0.0969 -0.3405 0.32
H -0.8955 -0.8313 -1.0966 0.2626 0.4094 0.3879 0.27
H -2.3015 -0.8260 -0.3038 -0.6459 0.1619 0.2222 0.23
O 0.2932 -3.4980 0.5562 -0.3625 -0.5913 0.6207 -0.71
H 1.1968 -3.4535 0.2289 -0.5268 0.6431 -0.2781 0.29
H -0.3213 -2.7803 0.2979 0.7599 0.0016 -0.4492 0.43